C47H38BrClCrN4O6PS as an isolated structure. Source: the OMol25 dataset; level of theory: ωB97M-V with the def2-TZVPD basis set.

Structure (XYZ):
```
100
Properties=species:S:1:pos:R:3:forces:R:3
Cr -0.0550 -0.0840 0.3557 0.00 0.02 -0.99
O 1.5282 2.6521 1.4781 0.03 0.01 0.00
S 2.5599 1.8415 0.8709 -0.16 -0.07 0.24
O 3.1742 2.3284 -0.3431 0.03 0.01 -0.04
N 1.9819 0.3651 0.7675 0.16 0.13 -0.07
C 2.7967 -0.7192 0.3471 0.00 0.04 0.08
C 4.1470 -0.6792 0.0037 -0.04 0.04 -0.03
C 4.8251 -1.8636 -0.2756 0.00 -0.03 0.00
C 4.1881 -3.0881 -0.2034 0.03 0.03 -0.01
C 2.8205 -3.1640 0.1145 -0.04 -0.02 -0.01
C 2.0929 -4.3830 0.2418 0.01 0.01 0.02
C 0.7330 -4.3196 0.5916 0.01 -0.01 -0.02
C 0.1042 -3.1120 0.7307 -0.03 -0.02 -0.01
N 0.7570 -1.9208 0.5727 0.20 0.09 0.04
C 2.1234 -1.9541 0.3384 -0.01 0.00 0.01
C 3.8747 1.7925 2.0877 -0.01 -0.02 -0.03
C 3.5600 1.4328 3.3906 0.00 -0.01 -0.04
C 4.5485 1.4293 4.3606 0.00 0.00 0.00
C 5.8485 1.7932 4.0294 0.00 0.02 -0.01
C 6.1546 2.1635 2.7287 0.00 -0.02 0.02
C 5.1653 2.1645 1.7536 -0.01 0.01 -0.02
H 4.6616 0.2647 -0.0808 0.01 0.02 0.00
H 5.8728 -1.8165 -0.5490 0.01 0.00 0.00
H 4.7323 -4.0052 -0.3998 0.00 -0.01 0.00
H 2.5959 -5.3293 0.0911 0.00 -0.01 -0.01
H 0.1523 -5.2242 0.7244 0.00 -0.01 0.00
H -0.9548 -3.0395 0.9401 -0.01 0.02 0.00
H 2.5372 1.1733 3.6279 0.01 0.00 0.02
H 4.3096 1.1473 5.3788 -0.01 0.00 0.01
H 6.6201 1.7965 4.7890 0.01 -0.02 0.00
H 7.1676 2.4466 2.4723 0.00 0.02 -0.02
H 5.3767 2.4567 0.7338 0.01 -0.01 -0.01
O -0.5970 0.6181 6.4865 0.00 0.03 -0.02
C -0.5308 0.3848 5.1555 -0.02 -0.02 -0.06
C 0.4973 -0.3389 4.5633 -0.03 0.00 0.03
C 0.4806 -0.5047 3.1986 -0.05 -0.12 -0.04
N -0.4828 -0.0164 2.3968 -0.20 0.19 0.52
C -1.4775 0.6443 2.9908 0.04 0.00 -0.03
Br -2.8994 1.3131 1.9576 0.00 0.02 0.00
C -1.5447 0.8780 4.3528 -0.01 -0.03 0.08
H 0.1959 0.2748 6.9122 -0.01 -0.03 0.00
H 1.3044 -0.7642 5.1467 0.00 0.00 0.00
H 1.2578 -1.0635 2.6994 0.02 0.04 -0.02
H -2.3677 1.4312 4.7772 0.00 0.00 0.00
C -1.6415 5.1602 -3.7861 -0.02 0.00 0.03
C -2.1098 5.0597 -2.3601 -0.02 0.01 -0.02
C -3.3873 5.4791 -1.9959 0.02 0.02 -0.01
C -3.7871 5.4165 -0.6748 0.01 0.01 0.02
Cl -5.3962 5.9503 -0.2453 0.01 -0.01 0.00
C -2.9341 4.9597 0.3167 -0.04 -0.01 -0.01
C -1.6647 4.5362 -0.0356 0.03 -0.02 -0.02
C -1.2678 4.5634 -1.3657 -0.02 -0.05 -0.18
O 0.0119 4.1877 -1.7008 0.06 -0.09 0.29
C 0.2120 2.8819 -2.2185 -0.05 0.07 -0.10
C -0.0346 1.7250 -1.2733 0.01 -0.04 0.05
O 0.4731 0.6141 -1.5924 -0.11 -0.18 0.11
O -0.6737 1.8357 -0.1965 0.30 0.13 0.03
H -2.1316 5.9913 -4.2938 -0.02 -0.01 0.00
H -1.8648 4.2481 -4.3434 -0.01 -0.05 -0.01
H -0.5637 5.3114 -3.8214 0.00 0.01 0.00
H -4.0646 5.8703 -2.7448 0.00 0.00 0.00
H -3.2653 4.9229 1.3452 0.01 0.01 0.01
H -0.9712 4.1520 0.6990 0.01 -0.02 0.00
H 1.2688 2.8250 -2.4737 -0.02 0.03 -0.05
H -0.3839 2.7150 -3.1248 -0.01 -0.04 0.03
N -1.7167 -0.7942 -0.2448 -0.12 -0.22 0.38
P -2.1707 -1.5035 -1.5220 -0.07 0.10 -0.15
C -2.5824 -0.3614 -2.8928 0.05 0.01 -0.03
C -2.4395 -0.6525 -4.2452 -0.03 0.01 0.00
C -2.8012 0.2852 -5.2054 0.00 -0.03 0.00
C -3.3132 1.5147 -4.8173 0.01 0.01 0.00
C -3.4500 1.8145 -3.4664 -0.01 0.03 -0.04
C -3.0755 0.8850 -2.5100 0.01 -0.02 0.01
C -1.0820 -2.7457 -2.3036 -0.02 -0.07 0.09
C -1.3706 -4.1077 -2.3139 -0.02 0.04 -0.05
C -0.4373 -5.0211 -2.7848 0.02 -0.02 0.00
C 0.8023 -4.5845 -3.2250 -0.02 0.00 0.01
C 1.1058 -3.2297 -3.2030 -0.01 0.00 -0.01
C 0.1688 -2.3151 -2.7495 0.02 0.05 0.01
C -3.7595 -2.3747 -1.2670 0.05 -0.03 0.03
C -4.2349 -2.4584 0.0362 0.03 0.00 -0.02
C -5.4245 -3.1224 0.3067 -0.01 -0.01 0.00
C -6.1463 -3.7021 -0.7268 0.02 0.00 0.01
C -5.6850 -3.6062 -2.0342 -0.02 0.01 0.00
C -4.4976 -2.9422 -2.3021 0.00 0.03 -0.02
H -2.0355 -1.6105 -4.5508 0.02 0.00 0.00
H -2.6799 0.0553 -6.2570 0.00 0.00 0.00
H -3.5998 2.2421 -5.5676 0.00 0.01 0.00
H -3.8392 2.7758 -3.1556 0.00 0.04 0.01
H -3.1372 1.1147 -1.4514 0.00 0.01 0.01
H -2.3208 -4.4645 -1.9378 -0.01 0.00 0.00
H -0.6706 -6.0790 -2.7807 0.00 0.00 0.00
H 1.5414 -5.3004 -3.5627 0.00 0.00 -0.01
H 2.0832 -2.8846 -3.5152 0.01 0.01 0.01
H 0.4202 -1.2614 -2.7056 0.00 -0.03 -0.02
H -3.6503 -1.9827 0.8159 0.00 -0.01 0.01
H -5.7892 -3.1861 1.3246 0.00 0.00 0.00
H -7.0706 -4.2264 -0.5171 -0.01 0.01 0.00
H -6.2544 -4.0470 -2.8432 0.01 0.00 -0.01
H -4.1426 -2.8615 -3.3236 0.00 -0.01 0.00
```
Positions in Å, forces in eV/Å.

Output
2S+1: 5
Strongest force on any atom (eV Å⁻¹): 0.987
Net charge: -1
Energy relative to the best compared isomer or geometry (same formula, charge and spin) (kcal per mole): 7.0

Atomic partial charges in e from the Mulliken method, atoms 1 to 5: number 1, Cr, carries -0.646; number 2, O, carries -0.816; number 3, S, carries 1.414; number 4, O, carries -0.827; number 5, N, carries 0.608